{"formula": "C45H66GeN2O4RuSSi4Te", "method": "ωB97M-V/def2-TZVPD", "total_charge": -1, "largest_force_ev_per_a": 4.56, "lumo_energy_ev": [2.0821, 2.0779], "homo_energy_ev": [-0.95, -4.02], "orbital_gap_ev": [3.03, 6.10], "de_lowest_kj_mol": 245.9, "multiplicity": 6, "total_energy_ev": -167639.69877, "s2": 8.80, "elements": ["Ru", "O", "H", "H", "O", "H", "H", "N", "C", "S", "N", "C", "C", "C", "C", "C", "C", "H", "H", "H", "H", "H", "H", "H", "H", "C", "C", "C", "C", "C", "C", "C", "C", "C", "C", "O", "O", "H", "H", "H", "H", "H", "H", "H", "H", "H", "H", "H", "C", "Ge", "C", "C", "C", "C", "C", "C", "C", "C", "C", "C", "C", "C", "C", "C", "C", "C", "C", "C", "H", "H", "H", "H", "H", "H", "H", "H", "H", "H", "H", "H", "H", "H", "H", "H", "C", "Si", "C", "C", "Si", "Te", "Si", "C", "C", "C", "Si", "C", "C", "C", "H", "H", "H", "H", "H", "H", "H", "H", "H", "H", "H", "H", "H", "H", "H", "H", "H", "H", "H", "H", "H", "H", "H", "H", "H", "H", "H"], "coordinates": [[-4.41059, -4.38284, 22.94468], [-10.48259, -3.57176, 27.43078], [-10.82637, -4.52024, 27.20495], [-11.30141, -3.03566, 27.52311], [-2.63139, -4.79985, 24.11688], [-2.68105, -4.06731, 24.76665], [-1.86341, -4.68674, 23.54637], [-2.53015, -0.91304, 20.83586], [-3.77211, -1.34658, 20.96327], [-3.98890, -3.20823, 21.11769], [-4.87953, -0.63422, 20.95561], [-4.85846, 0.80073, 20.85387], [-3.96045, 1.52787, 21.66448], [-3.69549, 2.85237, 21.33845], [-4.28638, 3.48204, 20.20542], [-5.23884, 2.78745, 19.49402], [-5.56005, 1.44883, 19.81720], [-1.78178, -1.64958, 20.83736], [-2.27523, 0.02605, 21.09404], [-5.78834, -1.14975, 21.03169], [-3.62039, 1.03803, 22.55998], [-3.08352, 3.45852, 21.98374], [-4.05582, 4.46863, 19.82149], [-5.77388, 3.18525, 18.62182], [-6.30950, 0.92985, 19.25983], [-7.77781, 1.55644, 27.71426], [-6.93988, 0.42366, 27.17808], [-5.56225, 0.54808, 26.98442], [-4.69561, -0.49156, 26.67888], [-3.32316, -0.36489, 27.07203], [-5.26546, -1.62325, 26.02828], [-6.63709, -1.83357, 26.24266], [-7.41441, -3.02468, 25.73514], [-7.45089, -0.78778, 26.78159], [-4.36328, -2.58519, 25.30251], [-3.11231, -2.54819, 25.41344], [-4.98157, -3.47334, 24.58046], [-7.09072, 2.34448, 28.13827], [-8.48525, 1.21330, 28.48937], [-8.30780, 2.06395, 26.87446], [-5.08531, 1.49304, 27.20737], [-3.02633, 0.65354, 27.38687], [-2.60178, -0.77034, 26.41447], [-3.14253, -0.87371, 28.03629], [-7.08923, -4.03498, 25.92265], [-7.49561, -3.03707, 24.63794], [-8.41976, -2.95674, 26.13598], [-8.52213, -0.94785, 26.86940], [-5.61722, -4.15937, 21.48753], [-6.37330, -5.29538, 19.99524], [-7.58767, -6.81145, 20.49737], [-7.52877, -7.97870, 19.77389], [-8.48275, -8.98250, 20.06383], [-9.48096, -8.80646, 21.01546], [-9.55250, -7.63808, 21.71623], [-8.61908, -6.61310, 21.39808], [-5.06583, -6.30815, 18.92137], [-5.22882, -6.50415, 17.57959], [-4.24804, -7.17410, 16.89999], [-3.20968, -7.84050, 17.51856], [-3.06808, -7.71249, 18.92475], [-3.95734, -6.87760, 19.59795], [-7.18940, -3.96967, 18.85982], [-6.32107, -3.04975, 18.14680], [-6.83286, -2.22890, 17.16967], [-8.16468, -2.29516, 16.76551], [-8.99996, -3.18688, 17.42464], [-8.49362, -4.01714, 18.40270], [-6.23260, -3.27081, 21.38678], [-6.90271, -8.16472, 18.89578], [-8.52271, -9.88251, 19.40542], [-10.12975, -9.62675, 21.23967], [-10.36745, -7.43174, 22.43809], [-8.76049, -5.63186, 21.91293], [-6.10401, -6.14305, 17.06317], [-4.39929, -7.33432, 15.80751], [-2.53922, -8.46716, 16.94463], [-2.20739, -8.15828, 19.44188], [-3.88197, -6.82903, 20.71716], [-5.22051, -3.02095, 18.27257], [-6.17774, -1.51784, 16.81129], [-8.46499, -1.71637, 15.92789], [-10.08329, -3.34153, 17.16249], [-9.18369, -4.79033, 18.73090], [-3.54019, -6.01697, 27.04986], [-2.92722, -7.68891, 26.49781], [-1.23127, -7.60664, 25.75616], [-2.59611, -8.78364, 27.96774], [-4.68733, -8.68036, 25.16695], [-5.01005, -7.00613, 23.26928], [-3.88249, -10.72731, 24.34494], [-4.96906, -11.10642, 22.81359], [-2.21349, -10.32058, 23.62016], [-4.12567, -12.01243, 25.67020], [-6.67098, -8.97468, 26.33571], [-7.82937, -9.86351, 25.14173], [-6.27669, -9.86375, 27.98127], [-7.38580, -7.24785, 26.79275], [-3.32414, -5.92325, 28.13917], [-4.59575, -5.90487, 26.88857], [-3.09537, -5.23241, 26.46941], [-0.74811, -6.76443, 26.19542], [-1.19492, -7.52438, 24.69424], [-0.73596, -8.52346, 26.02784], [-1.60916, -9.29313, 27.88722], [-3.42764, -9.47578, 28.00177], [-2.58476, -8.19512, 28.90401], [-6.01617, -10.75862, 22.93581], [-4.92923, -12.16061, 22.70937], [-4.61536, -10.56946, 21.90590], [-2.43524, -9.40247, 23.00124], [-1.91516, -11.15278, 22.98009], [-1.46919, -10.12179, 24.42047], [-3.42171, -12.81235, 25.66340], [-5.11956, -12.45817, 25.79047], [-3.98117, -11.48368, 26.67189], [-7.25240, -10.63343, 24.60669], [-8.30317, -9.15521, 24.49549], [-8.62240, -10.38916, 25.67709], [-5.48179, -9.33517, 28.55646], [-6.01072, -10.92573, 27.84311], [-7.27370, -9.81226, 28.56533], [-6.98938, -6.78963, 27.72042], [-8.46091, -7.32617, 26.98488], [-7.21444, -6.50482, 26.01464]]}

---

{"formula": "C18H30BrMnN4STe", "method": "ωB97M-V/def2-TZVPD", "total_charge": 1, "largest_force_ev_per_a": 0.60, "lumo_energy_ev": [-2.6697, -2.6876], "homo_energy_ev": [-10.28, -10.24], "orbital_gap_ev": [7.61, 7.55], "de_lowest_kj_mol": 0.0, "multiplicity": 2, "total_energy_ev": -144597.98446, "s2": 0.91, "elements": ["Mn", "N", "C", "C", "N", "C", "C", "N", "H", "H", "H", "H", "H", "H", "H", "H", "H", "H", "H", "H", "H", "C", "C", "C", "C", "C", "H", "H", "H", "H", "H", "H", "H", "H", "H", "H", "Br", "C", "C", "C", "C", "N", "C", "H", "H", "H", "H", "Te", "C", "C", "C", "C", "S", "H", "H", "H"], "coordinates": [[0.43879, -0.55302, -0.12620], [-0.26812, 0.19054, -2.05269], [0.07056, -0.71919, -3.16093], [1.41382, -1.35429, -2.87267], [1.43813, -1.89190, -1.50159], [0.86930, -3.24246, -1.33336], [-0.63714, -3.19245, -1.16270], [-1.01124, -2.11604, -0.21121], [-1.23014, 0.50132, -2.10963], [0.28686, 1.03790, -2.15077], [0.11538, -0.20185, -4.12051], [-0.70776, -1.47163, -3.24631], [2.18797, -0.58774, -2.93059], [1.64727, -2.12387, -3.61323], [2.40247, -1.93206, -1.19511], [1.33181, -3.67344, -0.44666], [1.11585, -3.89765, -2.17409], [-0.99195, -4.17150, -0.83743], [-1.12636, -2.99122, -2.11024], [-1.10013, -2.49131, 0.72465], [-1.92777, -1.74726, -0.43741], [-1.66995, 2.77805, 2.02169], [-1.68447, 1.43870, 1.28213], [-2.38863, 1.60964, -0.06482], [-2.48928, 0.43831, 2.12479], [-0.29310, 0.80341, 1.14181], [-2.68246, 3.18040, 2.12238], [-1.06329, 3.52112, 1.50261], [-1.25069, 2.65897, 3.02471], [-3.36536, 2.08289, 0.06360], [-2.55599, 0.63285, -0.53293], [-1.80549, 2.22762, -0.75324], [-3.53600, 0.74849, 2.19620], [-2.08930, 0.36539, 3.13986], [-2.46614, -0.56225, 1.68082], [0.06059, 0.59770, 2.16284], [0.29391, -4.40980, 4.18254], [1.17628, -2.91784, 3.47358], [1.97067, -2.10915, 4.26193], [2.61310, -1.04365, 3.65571], [2.40260, -0.80709, 2.30971], [1.60114, -1.56383, 1.55033], [1.02699, -2.61887, 2.13246], [2.09328, -2.31595, 5.31776], [3.26965, -0.39416, 4.21916], [2.90488, 0.00847, 1.80959], [0.43999, -3.27771, 1.50911], [1.43802, 1.99922, 0.50566], [0.90343, 3.10729, -1.17863], [-0.00476, 4.11663, -1.31626], [0.03681, 4.73487, -2.60471], [0.99177, 4.19702, -3.41062], [1.84600, 2.95364, -2.60483], [-0.68508, 4.41963, -0.53125], [-0.60902, 5.54921, -2.90502], [1.25230, 4.47992, -4.41999]]}

---

{"formula": "C5H6N2", "method": "ωB97M-V/def2-TZVPD", "largest_force_ev_per_a": 5.87, "lumo_energy_ev": 0.9577, "homo_energy_ev": -8.46, "orbital_gap_ev": 9.42, "de_lowest_kj_mol": 411.4, "smiles": "C#C[C@@H]1C=NNC1", "multiplicity": 1, "total_energy_ev": -8258.09436, "elements": ["C", "C", "C", "C", "N", "N", "C", "H", "H", "H", "H", "H", "H"], "coordinates": [[2.53507, -0.20709, -0.70102], [1.56884, -0.03737, -0.03295], [0.32475, 0.07092, 0.74572], [-0.47702, -1.14249, 0.51600], [-1.33209, -1.18584, -0.51358], [-1.43352, 0.17981, -0.86362], [-0.70076, 1.09197, 0.06881], [3.23519, -0.58125, -1.38284], [0.39716, 0.26218, 1.83163], [-0.18188, -2.19606, 0.88668], [-2.42333, 0.43031, -1.27695], [-0.20296, 2.02492, -0.33832], [-1.30944, 1.29000, 1.06043]]}

---

{"formula": "C20H46Cl8N2", "method": "ωB97M-V/def2-TZVPD", "largest_force_ev_per_a": 14.49, "lumo_energy_ev": 0.3802, "homo_energy_ev": -8.03, "orbital_gap_ev": 8.41, "de_lowest_kj_mol": 164.6, "smiles": "CCN(CC)CC.CCN(CC)CC.ClCCCl.ClCCCl.ClCCCl.ClCCCl", "multiplicity": 1, "total_energy_ev": -124633.53651, "elements": ["C", "C", "N", "C", "C", "C", "C", "H", "H", "H", "H", "H", "H", "H", "H", "H", "H", "H", "H", "H", "H", "H", "C", "C", "N", "C", "C", "C", "C", "H", "H", "H", "H", "H", "H", "H", "H", "H", "H", "H", "H", "H", "H", "H", "Cl", "C", "C", "Cl", "H", "H", "H", "H", "Cl", "C", "C", "Cl", "H", "H", "H", "H", "Cl", "C", "C", "Cl", "H", "H", "H", "H", "Cl", "C", "C", "Cl", "H", "H", "H", "H"], "coordinates": [[-1.18470, 2.84589, 4.38392], [-2.40470, 2.22689, 4.92692], [-2.28470, 0.83889, 5.61492], [-3.21170, 0.40589, 6.63192], [-4.51770, 0.55089, 6.48392], [-1.92070, -0.24711, 4.54992], [-0.90970, -1.22511, 5.06392], [-0.53870, 2.99189, 5.33092], [-1.54970, 3.73189, 4.10892], [-0.65570, 2.32689, 3.63892], [-3.44470, 2.12189, 4.17692], [-2.78770, 2.86289, 5.59392], [-2.89070, 0.98889, 7.47892], [-2.87470, -0.55611, 7.15092], [-4.98070, 1.31589, 5.95592], [-4.94670, 0.75489, 7.52592], [-4.83370, -0.27811, 6.21992], [-1.45170, 0.16989, 3.63192], [-2.89670, -0.80911, 4.26792], [-0.02770, -0.73911, 5.37292], [-0.42870, -2.04911, 4.38192], [-1.26570, -1.69311, 5.95492], [-1.61170, -2.87211, -4.21608], [-1.19170, -1.35211, -4.08008], [0.15130, -0.92911, -4.54308], [0.63530, -1.41911, -5.71308], [-0.15470, -1.23111, -6.86008], [0.25430, 0.52989, -4.54108], [1.80330, 1.01689, -4.38508], [-1.82770, -3.30611, -5.33408], [-2.56670, -3.23611, -3.87308], [-0.89770, -3.47711, -3.80508], [-1.54170, -1.09611, -3.09908], [-1.93470, -0.98411, -4.70808], [0.40830, -2.57311, -5.60908], [1.84130, -1.49111, -5.74808], [-1.20870, -1.11811, -6.91908], [0.06230, -2.06911, -7.54108], [0.12830, -0.36211, -7.36208], [-0.18070, 1.09289, -3.54808], [-0.10270, 0.79289, -5.50208], [1.84730, 1.88589, -4.41908], [2.54530, 0.51189, -4.84608], [1.97530, 0.92289, -3.33708], [3.33930, -1.98611, -1.78608], [1.88530, -2.88311, -2.15008], [1.51630, -3.82411, -1.01008], [2.91430, -5.03211, -0.98008], [1.93130, -3.38011, -2.98108], [1.02730, -2.13911, -2.27708], [0.50530, -4.37611, -1.31008], [1.52830, -3.35311, -0.07308], [1.11230, 5.16589, -3.89708], [0.44430, 4.70689, -2.25508], [0.23930, 5.93489, -1.44608], [1.63130, 6.81989, -1.04508], [0.95630, 4.08289, -1.68908], [-0.46770, 4.08189, -2.35608], [-0.18870, 5.55389, -0.64108], [-0.63070, 6.50789, -1.92208], [6.21630, -3.08911, 1.66892], [4.46830, -2.42811, 1.62592], [4.29330, -1.69811, 2.96792], [2.52330, -1.06311, 2.99092], [3.77130, -3.29511, 1.54592], [4.28730, -1.74811, 0.96092], [4.94030, -0.75511, 2.78392], [4.59830, -2.31611, 3.72592], [0.73730, 2.82289, 0.49092], [0.09830, 1.06389, 0.77292], [0.00430, 0.21289, -0.52708], [-0.75570, -1.30611, -0.05508], [-0.86970, 1.31989, 0.97092], [0.75230, 0.27289, 1.52092], [1.13430, -0.26011, -0.69508], [-0.36970, 0.61289, -1.38608]]}

---

{"formula": "C2H9N3", "method": "ωB97M-V/def2-TZVPD", "total_charge": 2, "largest_force_ev_per_a": 3.62, "lumo_energy_ev": [-10.0668, -12.0702], "homo_energy_ev": [-19.33, -18.91], "orbital_gap_ev": [9.26, 6.84], "de_lowest_kj_mol": 460.2, "multiplicity": 1, "total_energy_ev": -6667.66659, "elements": ["C", "C", "N", "N", "N", "H", "H", "H", "H", "H", "H", "H", "H", "H"], "coordinates": [[-2.22171, -0.40317, -0.08712], [1.45723, 0.45294, 0.08714], [-0.97006, -0.71133, -0.20723], [-2.90932, 0.71448, 0.10024], [2.80735, -0.11738, 0.06275], [-2.88010, -1.24980, -0.13838], [1.07521, 0.46172, 1.10786], [1.30721, 0.85415, -0.94000], [-0.76162, -1.72474, -0.39796], [-3.89261, 0.93988, 0.19348], [-2.52943, 1.65323, 0.21729], [3.40319, 0.73154, -0.16719], [2.91984, -0.87151, -0.76030], [3.19483, -0.72999, 0.92941]]}